Formula: C26H34Cl2NO7SSn
Source: OMol25
Level of theory: the ωB97M-V functional and the def2-TZVPD basis

Geometry (Å):
Sn -0.939 -0.231 -2.586
C 0.611 2.566 -3.235
C -0.480 3.090 -2.333
O -1.611 2.220 -2.352
C -2.706 2.571 -3.216
C -2.408 2.269 -4.668
O -1.870 0.946 -4.711
C -1.424 0.522 -5.997
C -0.695 -0.788 -5.785
O 0.228 -0.689 -4.677
C 1.399 0.101 -4.948
C 1.937 0.574 -3.619
O 0.882 1.196 -2.846
H 1.524 3.150 -3.107
H 0.314 2.588 -4.284
H -0.755 4.104 -2.630
H -0.127 3.117 -1.302
H -2.965 3.622 -3.081
H -3.543 1.963 -2.873
H -1.692 2.974 -5.102
H -3.332 2.327 -5.249
H -0.783 1.292 -6.437
H -2.268 0.366 -6.674
H -0.166 -1.098 -6.687
H -1.396 -1.575 -5.507
H 1.140 0.942 -5.593
H 2.145 -0.508 -5.463
H 2.759 1.278 -3.749
H 2.286 -0.261 -3.019
O 0.464 -1.823 -1.893
S 1.678 -2.712 -2.268
C 1.055 -4.315 -2.790
C 2.216 -5.237 -2.431
C 2.701 -4.855 -1.015
C 2.277 -3.405 -0.711
H 0.815 -4.288 -3.850
H 0.155 -4.507 -2.201
H 3.021 -5.119 -3.158
H 1.895 -6.275 -2.483
H 3.780 -4.965 -0.939
H 2.259 -5.510 -0.268
H 3.077 -2.774 -0.331
H 1.419 -3.344 -0.039
Cl 1.349 3.459 6.247
C 1.541 1.814 6.744
C 2.358 1.499 7.813
C 2.496 0.170 8.185
C 1.859 -0.839 7.480
C 1.048 -0.516 6.405
Cl 0.369 -1.789 5.449
C 0.847 0.819 6.057
N 0.017 1.213 4.968
C -1.252 0.928 4.787
C -2.010 0.240 5.776
C -3.299 -0.086 5.531
C -3.956 0.219 4.280
C -3.305 0.909 3.337
C -1.934 1.367 3.543
C -1.352 2.156 2.623
C 0.149 0.344 1.106
O -0.553 0.459 0.181
O 0.888 0.196 1.976
H 2.870 2.286 8.348
H 3.124 -0.085 9.028
H 2.004 -1.877 7.742
H 0.469 1.833 4.309
H -1.549 0.012 6.725
H -3.870 -0.587 6.302
H -4.986 -0.079 4.144
H -3.794 1.202 2.417
H -0.450 2.730 2.809
H -1.952 2.505 1.791

Forces on atoms 1 to 2 (eV/Å):
Sn 0.00 -0.13 -0.32
C 0.01 0.00 0.01

## Properties
Net charge: +3
Orbital gap (eV): 6.62

=====

Formula: C26H34ClFeO2
Source: OMol25
Level of theory: the ωB97M-V functional and the def2-TZVPD basis

Geometry (Å):
O -0.204 2.752 -3.429
C 0.352 4.097 -3.707
C -0.876 4.825 -3.218
H 0.560 4.185 -4.771
H 1.233 4.344 -3.096
C -1.437 3.397 -2.992
H -1.367 5.490 -3.945
H -0.829 5.290 -2.219
C -2.602 2.983 -3.925
H -2.198 2.645 -4.906
H -3.237 3.855 -4.061
H -3.187 2.208 -3.415
C -1.623 3.256 -1.484
H -0.777 3.774 -0.994
H -1.666 2.213 -1.136
H -2.563 3.750 -1.203
Fe 0.448 -0.386 0.890
C 0.902 1.954 2.813
C 2.178 1.440 2.529
C 2.271 1.199 1.127
H 2.978 1.261 3.263
C 1.019 1.618 0.506
C 0.176 2.093 1.605
H -0.763 2.628 1.464
H 0.533 2.217 3.815
H 3.171 0.964 0.549
H 0.876 1.769 -0.565
C -1.697 -0.778 3.079
C -1.830 0.358 2.259
C -1.707 -0.031 0.877
H -2.100 1.352 2.606
C -1.477 -1.488 0.880
C -1.524 -1.911 2.247
H -1.533 -2.943 2.573
H -1.751 -0.781 4.160
H -2.002 0.526 -0.006
H -1.508 -2.120 -0.011
O 0.499 -1.020 -1.379
C -0.394 -0.636 -2.495
C 0.118 -1.359 -3.762
H -0.395 0.453 -2.632
H -1.437 -0.888 -2.235
C 1.183 -2.360 -3.297
H 0.532 -0.654 -4.485
H -0.686 -1.896 -4.251
C 1.181 -2.282 -1.766
H 2.140 -2.061 -3.733
H 1.004 -3.385 -3.633
H 2.183 -2.299 -1.331
H 0.590 -3.129 -1.361
Cl 1.608 -0.785 4.732
C 1.317 -2.372 4.169
C 0.922 -3.315 5.110
C 0.604 -4.624 4.717
C 0.740 -4.976 3.370
C 1.171 -4.057 2.432
C 1.436 -2.719 2.792
C 1.803 -1.736 1.785
H 0.869 -3.025 6.158
H 0.279 -5.352 5.474
H 0.518 -5.999 3.057
H 1.291 -4.344 1.385
H 2.171 -2.187 0.854
H 2.512 -0.994 2.168

Forces on atoms 1 to 2 (eV/Å):
O 0.46 1.60 0.02
C 0.73 -0.60 0.52

## Properties
Spin multiplicity: 5
Net charge: -1
Orbital gap (spin up / spin down) (eV): 5.39 / 5.64
ΔE to the lowest compared entry with this formula, charge and spin (kcal per mole): 0.0

=====

Formula: C26H34ClNO6S2
Source: OMol25
Level of theory: the ωB97M-V functional and the def2-TZVPD basis

Geometry (Å):
C 2.389 -3.933 2.637
C 3.688 -3.216 3.048
C 3.761 -1.728 2.642
C 4.686 -1.483 1.429
C 3.971 -1.804 0.142
C 4.256 -2.984 -0.538
C 3.550 -3.362 -1.676
Cl 3.965 -4.872 -2.403
C 2.526 -2.553 -2.157
C 2.233 -1.356 -1.483
C 2.959 -0.974 -0.358
O 2.626 0.163 0.317
C 3.403 1.322 0.010
C 2.524 2.551 0.187
O 3.225 3.666 -0.326
C 3.505 4.723 0.573
C 4.968 4.750 0.982
C 1.116 -0.520 -2.022
O 1.144 0.688 -2.003
C -0.026 -1.264 -2.634
C -1.441 -0.741 -2.576
C -1.722 0.340 -1.537
C -3.206 0.671 -1.464
S -4.170 -0.750 -0.857
C -4.922 0.000 0.581
S -4.420 -0.376 2.070
N -5.990 0.872 0.269
C -6.022 2.076 1.113
C -7.038 3.061 0.512
O -8.094 2.387 -0.145
C -8.404 1.192 0.545
C -7.291 0.175 0.304
C 0.275 -2.396 -3.282
O -0.656 -3.102 -3.993
C 1.692 -2.890 -3.351
O 2.102 -3.497 -4.306
H 1.666 -3.244 2.199
H 2.572 -4.719 1.904
H 1.903 -4.408 3.491
H 3.805 -3.284 4.131
H 4.547 -3.747 2.632
H 2.761 -1.376 2.394
H 4.142 -1.145 3.482
H 5.032 -0.451 1.433
H 5.537 -2.160 1.502
H 5.022 -3.648 -0.159
H 3.760 1.284 -1.021
H 4.258 1.398 0.688
H 2.287 2.677 1.248
H 1.596 2.408 -0.367
H 3.266 5.656 0.055
H 2.858 4.679 1.454
H 5.599 4.997 0.129
H 5.118 5.527 1.736
H 5.290 3.793 1.395
H -2.079 -1.611 -2.393
H -1.725 -0.376 -3.569
H -1.350 0.041 -0.553
H -1.183 1.247 -1.814
H -3.383 1.547 -0.840
H -3.575 0.922 -2.461
H -5.026 2.515 1.138
H -6.296 1.841 2.146
H -7.442 3.663 1.336
H -6.568 3.722 -0.214
H -8.534 1.404 1.612
H -9.342 0.825 0.135
H -7.323 -0.612 1.066
H -7.465 -0.301 -0.664
H -0.888 -3.900 -3.503

Forces on atoms 1 to 2 (eV/Å):
C 0.04 -0.16 -0.05
C -0.16 0.09 0.06

## Properties
Orbital gap (eV): 7.68
Structure (SMILES): CCCCc1cc(Cl)c2c(c1OCCOCC)C(=O)C(CCCSC(=S)N1CCOCC1)=C(O)C2=O

=====

Formula: C26H34ClNO7RuSSi2
Source: OMol25
Level of theory: the ωB97M-V functional and the def2-TZVPD basis

Geometry (Å):
Ru -0.832 -0.176 0.993
N -1.417 -0.509 2.986
C -0.609 0.412 3.878
C 0.673 0.799 3.153
O 1.396 1.698 3.548
O 0.849 0.160 1.987
H -2.422 -0.469 3.229
H -1.011 -1.467 3.166
H -0.316 -0.171 4.774
H -1.259 1.238 4.124
C -2.244 2.183 -1.009
Si -2.358 1.702 0.793
C -2.236 3.302 1.771
C -4.003 0.803 1.107
C -5.232 1.394 1.532
C -6.419 0.921 0.976
C -6.383 -0.187 0.134
C -5.189 -0.876 -0.130
C -3.955 -0.394 0.384
Si -2.511 -1.650 0.597
C -2.291 -2.387 -1.166
C -3.080 -3.089 1.746
H -3.080 2.830 -1.195
H -2.259 1.381 -1.739
H -1.366 2.839 -1.195
H -1.867 4.006 1.057
H -1.531 3.228 2.580
H -3.203 3.612 2.135
H -5.231 2.179 2.300
H -7.348 1.431 1.255
H -7.256 -0.592 -0.298
H -5.257 -1.778 -0.718
H -3.212 -2.225 -1.768
H -2.064 -3.451 -1.086
H -1.397 -1.985 -1.716
H -3.869 -3.642 1.200
H -3.457 -2.707 2.714
H -2.236 -3.772 1.891
O 0.311 0.195 -0.747
S 1.475 -0.654 -1.161
C 2.107 0.088 -2.754
C 2.314 1.576 -2.714
C 3.606 2.176 -2.774
C 3.767 3.565 -2.597
C 2.622 4.341 -2.290
C 1.364 3.776 -2.353
C 1.171 2.350 -2.487
C 2.969 -0.416 -0.065
C 4.103 -1.013 -0.705
C 3.871 -2.343 -0.986
C 4.827 -3.210 -1.580
C 6.093 -2.671 -1.907
C 6.383 -1.332 -1.594
C 5.385 -0.487 -1.018
H 1.406 -0.241 -3.534
H 3.084 -0.397 -2.971
H 4.462 1.543 -2.957
H 4.691 4.028 -2.920
H 2.736 5.402 -2.113
H 0.581 4.526 -2.237
H 0.202 1.857 -2.395
H 2.603 -0.943 0.893
H 3.085 0.666 0.060
H 2.881 -2.787 -0.761
H 4.583 -4.206 -1.884
H 6.855 -3.330 -2.255
H 7.457 -1.017 -1.685
H 5.635 0.520 -0.680
O 0.263 -4.693 1.629
Cl 0.616 -3.280 1.860
O -0.106 -2.810 3.084
O 2.010 -2.814 1.952
O 0.072 -2.556 0.651

Forces on atoms 1 to 2 (eV/Å):
Ru -0.59 0.30 -0.23
N 0.09 -0.72 2.48

## Properties
Spin multiplicity: 6
Net charge: -1
Orbital gap (spin up / spin down) (eV): 4.10 / 5.61
ΔE to the lowest compared entry with this formula, charge and spin (kcal per mole): 0.0

=====

Formula: C26H34FN4O4PPd
Source: OMol25
Level of theory: the ωB97M-V functional and the def2-TZVPD basis

Geometry (Å):
Pd -3.463 1.042 1.286
C 1.350 -4.058 -2.540
C 0.835 -2.800 -3.216
N 0.367 -1.797 -2.244
C -0.911 -1.872 -1.838
C -1.535 -1.022 -0.965
C -2.997 -1.365 -0.709
O -3.387 -2.454 -1.098
O -3.736 -0.485 -0.135
C -0.779 0.056 -0.419
O -1.211 0.937 0.367
C 0.634 0.101 -0.816
C 1.475 1.084 -0.285
C 2.788 1.147 -0.631
F 3.536 2.146 -0.107
C 3.387 0.223 -1.516
C 2.556 -0.760 -2.029
C 1.189 -0.818 -1.711
N 4.757 0.257 -1.835
C 5.244 -0.239 -3.109
C 6.413 -1.183 -2.867
N 7.275 -0.613 -1.752
C 7.112 0.878 -1.646
C 5.690 1.183 -1.190
H 1.719 -4.761 -3.287
H 0.555 -4.549 -1.980
H 2.161 -3.829 -1.847
H -0.009 -3.016 -3.868
H 1.594 -2.343 -3.846
H -1.504 -2.677 -2.256
H 1.071 1.810 0.407
H 2.971 -1.535 -2.651
H 5.540 0.588 -3.763
H 4.480 -0.783 -3.651
H 7.040 -1.294 -3.750
H 6.083 -2.164 -2.534
H 8.253 -0.859 -1.903
H 7.000 -1.035 -0.864
H 7.355 1.283 -2.625
H 7.833 1.256 -0.926
H 5.489 2.234 -1.409
H 5.632 1.060 -0.109
C -4.343 4.965 -0.231
C -3.611 3.716 0.147
N -2.417 3.488 -0.373
O -4.184 2.920 0.936
H -3.665 5.767 -0.516
H -4.970 5.283 0.596
H -4.990 4.734 -1.079
H -2.027 4.152 -1.019
H -1.913 2.615 -0.204
C -2.943 2.024 4.601
P -3.959 1.212 3.368
C -5.656 1.717 3.661
C -3.774 -0.553 3.453
C -2.573 -1.134 3.889
C -2.388 -2.498 3.769
C -3.381 -3.285 3.195
C -4.565 -2.719 2.745
C -4.766 -1.358 2.873
H -1.887 1.817 4.443
H -3.252 1.662 5.583
H -3.098 3.102 4.548
H -6.015 1.233 4.570
H -6.285 1.442 2.818
H -5.698 2.799 3.783
H -1.792 -0.525 4.326
H -1.470 -2.951 4.118
H -3.227 -4.351 3.092
H -5.322 -3.334 2.278
H -5.680 -0.919 2.494

Forces on atoms 1 to 2 (eV/Å):
Pd -0.14 -0.62 0.52
C 0.04 -0.01 0.02

## Properties
Net charge: +2
Orbital gap (eV): 7.14
ΔE to the lowest compared entry with this formula, charge and spin (kcal per mole): 48.2

=====

Formula: C26H34IN6Pt
Source: OMol25
Level of theory: the ωB97M-V functional and the def2-TZVPD basis

Geometry (Å):
Pt 0.255 -0.441 -0.445
I -0.567 -2.760 -1.376
C 1.277 -3.115 -2.271
C 1.539 -4.240 -3.025
C 2.818 -4.384 -3.580
C 3.784 -3.425 -3.367
C 3.511 -2.274 -2.594
C 4.489 -1.283 -2.366
C 4.223 -0.153 -1.607
C 2.963 0.023 -1.054
C 1.938 -0.937 -1.251
C 2.217 -2.108 -2.029
H 0.787 -4.998 -3.197
H 3.039 -5.258 -4.176
H 4.772 -3.546 -3.793
H 5.472 -1.416 -2.802
H 4.993 0.587 -1.446
H 2.768 0.916 -0.467
C 0.683 -3.130 3.243
N 0.925 -1.821 2.632
C 2.261 -1.651 2.073
C -0.015 -0.880 2.582
N -0.056 0.014 1.521
C -0.280 1.366 1.725
C 0.000 2.077 2.911
C -0.247 3.423 2.966
C -0.746 4.100 1.844
C -0.994 3.424 0.673
C -0.769 2.037 0.610
N -0.922 1.233 -0.512
C -1.741 1.634 -1.564
N -2.965 2.060 -1.283
C -3.668 1.692 -0.058
C -3.683 3.016 -2.130
N -1.292 1.575 -2.820
C 0.130 1.618 -3.149
C -2.147 1.183 -3.945
N -0.967 -0.806 3.507
C -2.289 -0.254 3.233
C -0.724 -1.164 4.908
H 1.151 -3.877 2.603
H -0.384 -3.325 3.292
H 1.121 -3.203 4.236
H 2.990 -1.918 2.840
H 2.425 -0.614 1.786
H 2.404 -2.307 1.213
H 0.435 1.562 3.758
H -0.024 3.981 3.864
H -0.901 5.168 1.897
H -1.323 3.955 -0.211
H -3.254 0.773 0.348
H -4.714 1.523 -0.308
H -3.608 2.492 0.683
H -3.011 3.447 -2.867
H -4.058 3.807 -1.481
H -4.532 2.546 -2.626
H 0.677 2.193 -2.405
H 0.231 2.116 -4.112
H 0.551 0.612 -3.238
H -3.187 1.128 -3.648
H -1.826 0.198 -4.287
H -2.039 1.892 -4.764
H -2.488 -0.279 2.164
H -2.374 0.768 3.607
H -3.025 -0.876 3.739
H 0.344 -1.192 5.106
H -1.179 -2.120 5.166
H -1.175 -0.386 5.524

Forces on atoms 1 to 2 (eV/Å):
Pt -1.45 0.36 0.86
I 0.10 -0.11 -0.24

## Properties
Net charge: +3
Orbital gap (spin up / spin down) (eV): 4.87 / 4.89
ΔE to the lowest compared entry with this formula, charge and spin (kcal per mole): 1.9

=====

Formula: C26H34IO17
Source: OMol25
Level of theory: the ωB97M-V functional and the def2-TZVPD basis

Geometry (Å):
O 4.334 0.269 -0.057
C 4.270 -0.577 -1.273
C 5.656 -0.563 -1.908
C 6.577 0.633 -1.613
C 6.180 1.966 -2.259
I 5.532 3.432 -0.841
C 3.269 0.045 -2.174
O 1.890 -0.199 -1.698
C 1.022 0.835 -1.798
C 0.567 1.279 -3.041
C -0.364 2.311 -3.125
C -0.837 2.921 -1.964
C -0.387 2.480 -0.724
C 0.537 1.444 -0.637
H 3.421 0.304 0.244
H 6.233 -1.444 -1.592
H 5.541 -0.651 -2.997
H 6.679 0.748 -0.535
H 7.575 0.381 -1.994
H 7.037 2.444 -2.732
H 5.396 1.862 -3.003
H 3.355 -0.394 -3.172
H 3.341 1.155 -2.244
H 0.947 0.789 -3.930
H -0.723 2.631 -4.096
H -1.554 3.731 -2.022
H -0.745 2.943 0.189
H 0.902 1.097 0.323
C -1.229 0.262 4.170
C -1.640 -0.070 2.747
O -0.919 0.909 1.992
C 0.145 1.314 2.714
O 1.038 1.981 2.303
O 0.066 0.843 3.981
H -1.154 -0.603 4.823
H -1.887 1.003 4.621
H -1.305 -1.061 2.434
H -2.706 0.032 2.567
C 3.602 0.213 3.563
C 4.876 0.693 2.898
O 5.400 1.597 3.895
C 4.901 1.254 5.093
O 5.265 1.700 6.139
O 3.928 0.329 4.963
H 3.361 -0.820 3.323
H 2.742 0.846 3.353
H 5.594 -0.113 2.750
H 4.724 1.194 1.949
C -3.228 1.464 8.141
C -4.405 2.422 8.215
O -4.663 2.689 6.833
C -4.178 1.666 6.096
O -4.361 1.516 4.934
O -3.436 0.839 6.870
H -3.222 0.712 8.924
H -2.269 1.982 8.123
H -5.291 1.959 8.652
H -4.185 3.351 8.733
C -2.974 -0.836 -4.260
C -3.237 -1.511 -5.590
O -3.006 -0.451 -6.526
C -2.185 0.458 -5.938
O -1.678 1.368 -6.510
O -2.034 0.180 -4.631
H -2.532 -1.491 -3.516
H -3.864 -0.365 -3.843
H -2.522 -2.313 -5.792
H -4.248 -1.887 -5.693
C -5.039 -6.292 -3.721
C -5.591 -5.987 -5.103
O -5.970 -4.611 -4.977
C -5.246 -4.056 -3.978
O -5.199 -2.894 -3.743
O -4.575 -5.008 -3.295
H -4.216 -7.000 -3.721
H -5.813 -6.630 -3.030
H -4.831 -6.069 -5.882
H -6.457 -6.583 -5.375

Forces on atoms 1 to 2 (eV/Å):
O 0.05 0.04 0.13
C -0.18 -0.01 -0.35

## Properties
Net charge: -1
Orbital gap (eV): 3.10